The molecule C3H2N2O2 in a non-equilibrium geometry. Source: OMol25; level of theory: the ωB97M-V functional and the def2-TZVPD basis.

Each line ends with the natural charge from an NBO analysis.
CARTESIAN COORDINATES (ANGSTROEM)
N 0.4414 1.0751 1.3110  -0.495
C -0.1234 0.0883 0.6203  0.395
O -0.7609 0.3965 -0.5154  -0.497
C -1.2169 -0.6993 -1.2518  0.650
O -1.7939 -0.5347 -2.2731  -0.481
C 1.3808 -0.1040 0.9707  0.227
N 2.4683 -0.5412 0.8807  -0.323
H 0.4867 2.0048 0.8648  0.383
H -0.9683 -1.6531 -0.7663  0.142

Max |F| = 0.0257 Eh/bohr
HOMO-LUMO gap (spin up / spin down) = 8.68 / 8.68 eV
Charge = 0
Calculated total energy = -375.353550 Ha